Density functional theory data (ωB97M-V/def2-TZVPD) for a cluster of 16 separate species, C95H219N13O16 in total.

The geometry in XYZ format:
```
343
Properties=species:S:1:pos:R:3:forces:R:3:mulliken_charge:R:1
C 0.507616 -8.131204 2.151474 -1.0 -0.3 0.7 -2.2665
C 1.066033 -7.488030 0.919660 1.4 1.2 0.7 2.2364
C 2.584712 -7.953533 0.875027 -0.6 1.0 -1.2 -1.6689
C 3.220369 -7.649362 -0.493257 -0.2 -0.8 0.4 1.2340
C 2.398102 -8.302448 -1.593075 -0.9 0.3 0.1 -1.6272
C 0.891499 -7.861902 -1.662745 0.4 1.2 1.0 1.9807
N 0.327281 -7.908242 -0.249736 2.4 -2.0 -1.6 0.0885
O -1.009157 -7.611099 -0.193372 -1.2 0.7 -0.1 -0.1470
C 0.825486 -6.443865 -2.278370 0.0 -0.4 0.0 -0.1704
C 0.105179 -8.794012 -2.600814 0.8 -0.6 1.2 -1.4938
C 1.049231 -5.918377 1.099469 0.2 -0.6 -0.8 -0.5212
H -0.511089 -7.801911 2.356192 -0.1 0.1 0.0 0.3161
H 1.085221 -7.885565 3.042623 0.2 0.1 -0.1 0.3361
H 0.465091 -9.216139 2.055543 0.2 -0.1 -0.1 0.5695
H 3.152445 -7.401840 1.624297 -0.2 0.0 0.3 0.3984
H 2.714882 -9.014770 1.087013 -0.4 -0.1 0.0 0.4359
H 4.163321 -8.194554 -0.534520 0.4 0.4 0.1 0.7026
H 3.420096 -6.583767 -0.606032 -0.2 0.0 -0.1 -1.3507
H 2.491568 -9.367076 -1.378743 -0.4 -0.2 -0.2 0.3085
H 2.870255 -8.138105 -2.561666 -0.1 0.1 -0.2 0.5240
H 1.120220 -6.557753 -3.321564 -0.1 0.3 -0.2 0.7251
H -0.194149 -6.062085 -2.226611 0.0 0.1 0.0 -0.9776
H 1.499791 -5.716993 -1.825516 0.0 -0.1 0.1 -0.4882
H 0.592117 -8.800522 -3.575986 -0.3 0.1 -0.1 0.4108
H 0.242354 -9.783464 -2.164619 -0.2 -0.3 -0.2 0.5716
H -0.967298 -8.605524 -2.649355 0.2 0.3 -0.2 -0.2152
H 0.057883 -5.489111 1.244592 -0.1 -0.3 0.2 -0.2309
H 1.391179 -5.497314 0.154019 0.2 0.2 0.1 -0.5596
H 1.729090 -5.578517 1.880732 -0.1 -0.1 0.2 0.3966
H -1.421122 -8.475379 -0.263401 -0.3 0.0 0.2 0.3161
C 1.174754 9.917363 1.236265 0.3 1.0 0.4 -1.8198
C 0.846826 8.655091 2.041428 0.4 -1.9 -1.7 2.1122
C 0.550993 7.506704 0.929655 -0.4 1.2 0.7 -1.6999
C 0.550497 6.122985 1.513657 -0.1 -0.1 0.2 -0.1073
C 1.929224 5.847797 2.113646 -1.4 -0.6 -0.4 0.3253
C 2.244570 6.842801 3.271237 -0.9 -1.4 -2.2 2.6865
N 2.072872 8.238932 2.778592 -0.2 -2.2 -1.7 0.2088
O 2.463018 9.087973 3.783906 0.0 1.3 0.9 -0.5104
C 1.327214 6.501254 4.470534 0.6 0.5 1.0 -1.6809
C 3.724773 6.559832 3.526027 -0.3 0.5 1.9 -1.8384
C -0.399038 8.911238 2.884265 -0.4 0.1 0.5 -1.9046
H 1.888110 10.515350 1.803401 -0.2 0.3 0.2 0.3975
H 0.291837 10.528440 1.048800 -0.1 0.0 0.3 0.3698
H 1.642736 9.847587 0.254317 0.1 -0.9 0.0 0.3420
H -0.365908 7.806266 0.422044 -0.6 -0.1 0.4 0.6671
H 1.216832 7.540618 0.067324 0.8 0.1 0.4 0.2553
H 0.179793 5.355104 0.834668 0.5 0.0 -0.6 -0.3808
H -0.161917 5.976900 2.325592 -0.2 0.6 0.2 0.3166
H 2.718179 5.728269 1.371102 0.1 0.8 -0.2 -0.7855
H 1.811947 4.813139 2.435864 0.4 0.0 0.9 -0.4628
H 0.244866 6.612317 4.405021 0.1 0.1 -0.9 0.2206
H 1.463571 5.500365 4.880087 0.4 -0.1 -0.2 0.1815
H 1.577893 7.198827 5.269686 0.2 0.0 0.2 0.4753
H 4.444491 6.775888 2.736458 -0.5 0.3 -0.2 0.1761
H 3.948328 7.139184 4.421832 0.7 0.0 0.1 0.5978
H 3.854935 5.514950 3.807765 -0.1 -0.1 0.0 0.1538
H -0.156950 9.625493 3.671244 -0.1 0.5 -0.3 0.4614
H -0.895861 8.130057 3.459598 0.7 -0.8 -0.3 0.2762
H -1.212140 9.232070 2.233102 0.2 0.6 0.0 0.4853
H 3.292459 9.421427 3.433998 0.2 0.3 0.3 0.3920
C 3.529835 1.889058 5.728475 0.0 -0.1 1.1 -2.0122
C 2.278807 1.478964 4.992670 -0.3 -0.9 -1.3 2.0444
C 2.354446 0.021841 4.491986 -0.2 -0.5 1.0 0.4735
C 2.241057 -0.987332 5.656894 -0.8 0.1 -0.6 -0.9724
C 0.898105 -0.841278 6.416045 1.4 -0.4 0.0 -0.6136
C 0.670595 0.596802 6.900758 0.1 0.2 0.2 2.1970
N 1.035291 1.530249 5.795443 -1.7 -0.4 -0.2 1.2329
O 0.648139 2.846666 6.193470 0.9 -0.5 -0.4 -0.5967
C -0.875357 0.717658 7.183324 0.9 0.1 -0.1 -2.0304
C 1.575801 0.784054 8.214977 -0.6 -0.6 -0.2 -1.8640
C 2.071205 2.345016 3.748554 -0.8 0.4 0.0 -0.1644
H 4.447719 1.591414 5.221533 -0.1 0.2 -0.2 0.3303
H 3.523178 1.403258 6.704208 0.3 -0.1 0.0 0.4612
H 3.538023 2.954151 5.959988 0.2 0.2 -0.3 0.3555
H 1.536069 -0.170915 3.798304 -0.3 0.2 0.1 -0.8501
H 3.232290 -0.204604 3.886831 0.4 0.4 0.2 0.3999
H 3.063743 -0.905656 6.367257 0.2 0.0 -0.2 0.5720
H 2.252528 -1.974508 5.194884 0.2 -0.2 0.2 -0.0455
H 0.991170 -1.462658 7.306739 -0.1 -0.1 0.2 0.8668
H 0.101526 -1.326362 5.851901 -0.3 0.7 -0.2 -1.1506
H -1.126535 -0.119586 7.834491 -0.1 0.2 0.4 0.4609
H -1.196180 1.680359 7.581305 0.3 -0.1 0.3 0.3694
H -1.487770 0.555416 6.296347 0.4 -0.1 -0.3 0.2251
H 1.049245 0.415413 9.095281 -0.4 0.0 0.0 0.4510
H 2.449562 0.133015 8.186878 0.1 0.0 -0.4 0.4391
H 1.952520 1.762910 8.511651 -0.3 0.3 -0.5 0.2544
H 1.170094 2.072985 3.198929 -0.4 -0.1 0.4 -0.6849
H 2.795324 2.236247 2.941142 0.8 0.1 0.6 0.0665
H 1.949270 3.375749 4.081478 0.2 0.2 -0.4 -0.3490
H 1.427178 3.107839 6.689951 0.0 0.8 0.5 0.3230
C 5.713804 4.420738 -4.119661 -0.2 0.0 0.2 -1.5091
C 5.531830 3.704737 -2.777466 -1.4 -0.4 0.8 1.7795
C 6.804577 2.867453 -2.523448 0.4 -0.3 1.1 -1.7843
C 7.005792 2.375859 -1.043095 0.5 -0.2 -2.6 -0.1319
C 6.947170 3.512270 -0.109023 -2.0 0.4 -0.4 -1.2829
C 5.636444 4.323224 -0.289169 -1.0 -0.5 0.9 2.0867
N 5.397605 4.727925 -1.685424 2.0 -0.6 -0.7 0.0232
O 4.255103 5.556381 -1.800137 -0.2 -0.9 -0.2 -0.3536
C 4.395576 3.565223 0.306041 -0.1 -0.5 -1.0 -0.4421
C 5.780404 5.592950 0.481814 -0.2 0.9 1.5 -2.1209
C 4.285921 2.722948 -2.821955 0.3 0.8 0.0 -0.9562
H 6.497878 5.170228 -4.011947 0.2 -0.1 -0.1 0.4812
H 4.829769 4.930502 -4.502696 -0.2 0.0 0.3 0.1216
H 5.971185 3.677963 -4.874735 0.3 0.0 0.0 0.3246
H 6.793470 1.968330 -3.139522 -0.2 0.2 -0.4 0.3748
H 7.681986 3.444293 -2.815903 0.1 0.2 0.0 0.5500
H 8.016299 1.986061 -0.920422 0.1 -0.5 -0.4 0.5236
H 6.322053 1.541005 -0.889408 -0.2 0.2 0.5 -0.2229
H 7.734683 4.223888 -0.357037 0.4 -0.3 0.6 0.3772
H 6.944379 3.012103 0.859443 0.4 1.0 0.6 0.4203
H 4.203295 2.624449 -0.209771 0.3 -0.2 -0.2 -0.7849
H 4.415197 3.276956 1.357054 0.3 0.5 0.2 0.8673
H 3.490267 4.129330 0.081788 0.0 0.3 0.3 -0.3344
H 6.706953 6.152207 0.352010 0.0 0.0 -0.7 0.3869
H 4.906530 6.229176 0.341595 0.2 0.2 -0.1 0.4193
H 5.800161 5.392104 1.552967 -0.1 -0.3 0.2 0.4494
H 4.486411 1.775660 -2.321412 0.2 -0.2 -0.3 -0.0812
H 3.981669 2.592821 -3.860516 0.1 -0.4 0.0 0.9244
H 3.409550 3.108889 -2.301263 0.1 0.4 0.0 -0.3150
H 4.607370 6.394910 -2.107334 0.1 0.1 0.0 0.3438
C -0.059225 4.899872 -2.436970 0.4 0.8 -1.6 0.0845
C -0.216683 5.839879 -3.741826 -0.1 1.2 1.7 1.7817
C 0.977814 6.819604 -3.956610 1.4 -1.2 -0.5 -1.7916
C 2.219677 6.076532 -4.477046 -1.2 0.2 0.0 1.1780
C 1.899024 5.525262 -5.842670 -0.8 -1.0 -0.4 -1.5918
C 0.567159 4.635239 -5.926320 0.4 -0.4 0.4 2.1071
N -0.476277 5.189786 -5.054380 0.2 2.1 0.3 0.3309
O -1.626993 4.412800 -5.051834 -0.2 0.0 0.0 -0.4482
C 0.071666 4.595310 -7.434576 0.8 -0.1 1.1 -1.9191
C 0.932704 3.222361 -5.396785 0.9 -0.1 -1.0 -0.6641
C -1.348393 6.847579 -3.382572 -1.0 -0.2 -1.2 -2.2432
H -0.999599 4.444021 -2.127115 -0.1 -0.3 -0.4 0.3355
H 0.214008 5.507653 -1.574385 0.3 0.2 -0.2 -0.3405
H 0.726352 4.172240 -2.640709 -0.1 -0.2 0.4 -0.3341
H 0.709916 7.526989 -4.741432 -0.3 0.2 0.1 0.4931
H 1.346067 7.373167 -3.092855 -0.9 0.0 0.4 0.3286
H 2.457432 5.281538 -3.770255 0.3 0.0 0.0 -0.7752
H 3.068104 6.754238 -4.571781 0.1 0.0 0.2 0.5436
H 2.760965 4.919300 -6.121924 -0.2 -0.3 -0.5 0.4355
H 1.820837 6.323049 -6.581256 -0.1 0.2 0.1 0.3799
H -0.282411 5.567511 -7.777452 0.1 0.1 0.2 0.4551
H 0.959791 4.323157 -8.004904 0.0 0.0 -0.2 0.4268
H -0.696126 3.858574 -7.670833 0.0 -0.1 0.5 0.2501
H 0.150765 2.463065 -5.384633 -0.3 0.4 0.2 -0.6671
H 1.679550 2.802636 -6.070694 0.2 -0.1 -0.2 0.7612
H 1.444550 3.276899 -4.435983 -0.2 0.0 0.2 -0.2336
H -1.506399 7.474652 -4.260026 -0.1 0.0 -0.2 0.5718
H -1.201658 7.572261 -2.581692 0.8 -0.5 0.3 0.2032
H -2.317854 6.388696 -3.188442 0.0 -0.3 0.0 0.2139
H -1.440343 3.702250 -4.433871 -0.1 -0.6 0.3 0.1348
C -2.936918 -3.918571 -5.796390 1.0 0.6 0.0 -1.7134
C -3.823138 -2.670731 -6.029790 -0.2 -0.5 -0.8 1.8433
C -4.582004 -2.375169 -4.750507 -0.1 0.0 1.0 -1.9153
C -3.759594 -1.638209 -3.711598 0.7 1.0 0.6 0.6743
C -3.234393 -0.336047 -4.301254 -0.1 -0.5 -1.8 -1.4694
C -2.378425 -0.544930 -5.609848 -0.4 -0.8 1.0 3.1235
N -3.159522 -1.409401 -6.533454 -1.1 -0.2 1.3 0.3550
O -2.399771 -1.675971 -7.701051 -0.1 0.2 0.1 -0.4730
C -2.101778 0.845206 -6.210402 0.0 -0.6 -0.8 -2.3167
C -1.028766 -1.180753 -5.259800 0.6 1.1 0.0 -1.3841
C -4.866674 -3.101566 -7.124706 0.6 0.8 0.3 -1.8700
H -2.154865 -3.818120 -5.043791 0.0 0.5 0.2 0.1235
H -2.369910 -4.139511 -6.700705 -0.3 -0.4 -0.2 0.3973
H -3.514919 -4.757670 -5.409201 -0.2 0.0 -0.7 0.4946
H -5.526200 -1.878686 -4.974341 0.1 0.4 0.0 0.2757
H -4.850971 -3.305643 -4.250525 -0.2 -0.4 -0.4 0.4478
H -2.977604 -2.259587 -3.275140 0.3 -0.2 -0.4 -0.3075
H -4.301682 -1.339192 -2.814478 -0.6 -0.2 -0.1 0.2786
H -2.721882 0.361946 -3.639254 0.1 -0.3 0.2 -0.2431
H -4.145856 0.136328 -4.667576 -0.1 0.6 0.1 0.4792
H -1.291621 0.776157 -6.936331 0.7 0.1 0.5 0.5956
H -2.851493 1.277113 -6.873333 -0.8 -0.2 0.6 0.3322
H -1.906634 1.514982 -5.372894 0.3 0.2 -0.3 -0.1126
H -1.049963 -2.012118 -4.555182 -0.1 -0.1 -0.3 -0.1741
H -0.463256 -1.383868 -6.169222 -0.2 -0.6 -0.1 0.6842
H -0.428211 -0.387243 -4.815089 0.1 0.1 0.5 0.2308
H -4.370731 -3.149422 -8.094165 0.1 -0.5 0.1 0.4053
H -5.636088 -2.339878 -7.250942 -0.1 0.1 0.3 0.4645
H -5.354139 -4.038227 -6.854265 0.2 -0.1 -0.1 0.3482
H -2.790053 -0.979708 -8.234436 0.3 -0.2 -0.7 0.3878
C 0.870069 2.146287 0.073771 -0.1 1.7 -0.4 -0.2287
C 0.616312 0.799206 -0.588637 -1.7 -0.6 0.8 1.3023
C 1.948939 0.294928 -1.058069 0.3 -0.9 -1.2 0.1856
C 1.961511 -1.205704 -1.316906 0.3 0.4 0.3 0.3318
C 1.574694 -1.898580 -0.048918 0.8 -1.0 0.5 0.3562
C 0.183816 -1.598673 0.460519 0.1 1.5 -0.6 2.9181
N 0.092666 -0.077814 0.507399 1.9 -1.5 0.1 0.6454
O -1.103737 0.383087 1.043841 -0.7 -0.1 -0.7 2.4530
C -0.826582 -2.295559 -0.509846 0.0 -0.5 1.7 -0.4729
C 0.087326 -2.157155 1.911858 -0.3 -0.2 -0.3 -0.7305
C -0.399924 0.851338 -1.816073 1.1 0.5 0.9 0.8440
H 1.344372 2.838271 -0.622130 0.0 0.0 -0.5 -0.0710
H 1.551384 2.203323 0.922678 0.2 -1.0 0.1 -0.2288
H 0.011744 2.710614 0.438336 -0.5 -0.4 -0.2 -0.9502
H 2.187161 0.694451 -2.043829 0.0 0.8 0.1 -0.0176
H 2.756831 0.576126 -0.382540 0.0 -0.1 0.2 -0.5681
H 2.985056 -1.443480 -1.606600 0.0 -0.4 -0.1 0.3530
H 1.315726 -1.481916 -2.150428 -0.1 0.1 -0.1 -0.7808
H 2.338512 -1.679175 0.697096 -0.2 0.3 0.3 -1.0138
H 1.660953 -2.982084 -0.130690 -0.1 -0.3 -0.3 -0.4652
H -0.538841 -2.533484 -1.533911 0.1 1.0 -0.2 0.0149
H -0.892184 -3.310336 -0.117393 -0.4 -0.2 0.2 -0.2643
H -1.795228 -1.814069 -0.375711 -0.1 -0.1 -0.5 -0.1191
H 0.164811 -3.244388 1.910220 0.0 -0.2 -0.4 -0.3208
H 0.906770 -1.853561 2.563351 0.1 0.5 -0.3 0.0894
H -0.845807 -1.958092 2.438856 -0.2 0.4 -0.2 -0.4292
H -1.197087 1.556848 -1.581788 -0.1 -0.1 -0.2 -1.2726
H -0.805737 -0.123003 -2.088231 0.0 0.0 0.4 -0.3205
H 0.182642 1.178934 -2.677122 -0.2 0.4 -0.2 0.0930
H -0.868895 0.566028 1.956517 -0.2 0.2 0.7 -0.8037
C -7.234729 2.751641 -2.022488 0.1 0.4 0.1 -1.5780
C -6.921125 2.792956 -0.532179 -0.3 -1.0 1.8 1.6652
C -6.863610 1.320499 0.067214 0.2 0.8 -0.7 -1.7059
C -5.613737 0.525901 -0.316623 -0.1 1.4 -0.1 0.1809
C -4.272313 1.313297 -0.138630 -1.4 -0.7 0.6 0.8858
C -4.335210 2.787195 -0.630634 1.2 -0.6 -1.0 2.1615
N -5.588555 3.427549 -0.186925 -1.0 -1.2 1.3 0.2107
O -5.587847 4.835022 -0.208275 0.0 -0.7 -0.5 -0.4880
C -3.105981 3.493902 -0.001644 -0.8 0.2 0.8 -1.5945
C -4.072617 2.750064 -2.160163 0.2 0.4 0.0 -0.4758
C -8.181907 3.431425 0.218667 0.9 0.2 0.2 -1.8888
H -6.863661 1.889949 -2.577364 0.3 0.0 0.2 0.1883
H -6.769203 3.656640 -2.412813 -0.4 0.0 -0.6 0.2525
H -8.317869 2.762978 -2.144038 0.1 0.2 -0.3 0.5315
H -6.945978 1.261498 1.152490 0.1 0.8 0.2 0.6394
H -7.787801 0.842139 -0.257070 0.0 -0.3 -0.4 0.4556
H -5.576987 0.305766 -1.383525 -0.6 -0.6 -0.1 0.2552
H -5.690163 -0.362578 0.310153 0.6 -0.4 -0.4 -0.5558
H -3.613388 0.657710 -0.707941 0.8 0.7 -0.1 -0.7611
H -3.914300 1.287724 0.890585 -0.2 0.1 0.1 -0.5590
H -3.145911 4.579301 -0.093401 -0.1 0.0 -0.1 0.5516
H -3.151702 3.230602 1.055086 0.2 0.4 0.2 0.6060
H -2.124216 3.169029 -0.346175 -0.3 -0.4 -0.3 -0.4438
H -4.610380 1.965841 -2.692982 -0.1 0.2 0.0 -0.1663
H -4.214399 3.718973 -2.638932 -0.4 0.1 -0.1 0.5127
H -3.005695 2.580615 -2.305327 0.0 -0.3 0.0 -0.4719
H -8.413181 4.488993 0.091604 0.7 0.2 -0.3 0.3539
H -8.084617 3.273135 1.292717 0.1 0.0 0.0 0.3892
H -9.125439 2.971461 -0.075067 0.3 -0.6 -0.2 0.4323
H -5.560910 5.049959 -1.143509 0.0 0.6 -0.5 0.4078
C -3.355824 -6.320052 -3.054731 0.3 0.7 0.6 0.6317
O -3.129542 -7.389694 -3.921160 -0.5 -0.7 -0.9 -0.6309
H -3.804509 -5.442468 -3.520173 0.1 -0.3 -0.5 -0.3632
H -4.048480 -6.596217 -2.259712 0.3 0.0 0.4 0.2534
H -2.356137 -6.035560 -2.726431 -0.3 0.5 0.9 -0.1571
H -2.830223 -8.092948 -3.340269 0.0 -0.2 -0.3 0.3197
C -1.700081 2.425245 3.641843 0.2 1.3 0.6 -0.6252
O -1.144065 1.162405 3.758037 0.2 -1.4 -0.4 0.9211
H -1.427412 3.076979 4.471896 -0.3 -0.2 0.6 0.2919
H -1.233025 3.002529 2.843900 -0.5 -0.2 -0.9 -0.5855
H -2.781242 2.292222 3.603304 0.1 0.6 -0.5 0.2201
H -0.513035 1.136233 4.481021 0.6 0.1 0.4 -0.8267
C 5.126582 -0.148385 -5.899088 -1.6 1.0 1.3 0.0576
O 6.144871 -0.632366 -6.640193 2.1 -1.4 -1.4 -0.5778
H 4.175773 -0.423535 -6.355539 -0.4 0.5 0.0 0.2120
H 5.103274 -0.538138 -4.881418 0.0 0.0 0.3 -0.1215
H 5.279033 0.929979 -5.854410 -0.5 0.1 0.1 0.1511
H 5.920046 -1.541583 -6.850854 0.4 -0.1 -0.1 0.3124
C -0.972125 -4.040647 5.033073 -0.2 -1.1 -0.8 -1.3563
C -2.459520 -3.825337 5.389176 2.9 -0.1 0.3 2.3736
C -3.077150 -5.029552 6.109787 -0.3 0.5 -1.9 -0.9446
O -3.071662 -6.164487 5.267309 -0.1 -0.7 -1.1 -0.3430
C -4.169251 -6.415726 4.360343 -0.6 -0.5 1.7 -0.6618
N -2.420847 -2.680156 6.279866 -1.7 0.5 -0.2 -0.3880
H -0.457385 -4.530572 5.859587 0.2 0.0 0.1 0.5817
H -0.404125 -3.166717 4.714132 -0.4 0.4 0.3 -0.1137
H -0.905397 -4.693011 4.162411 0.1 -0.4 0.1 0.2199
H -2.940385 -3.647121 4.427348 -0.6 0.4 0.3 -1.5403
H -4.100685 -4.713378 6.311079 -0.3 -0.3 0.6 0.5062
H -2.505573 -5.253217 7.010543 -0.1 -0.1 0.0 0.2973
H -4.480147 -5.703321 3.596204 0.9 0.5 0.0 0.0352
H -5.060446 -6.571261 4.968370 -0.3 0.2 0.3 0.4201
H -4.052114 -7.408186 3.925124 0.7 0.2 -0.2 0.3393
H -3.327868 -2.714047 6.722873 -0.3 0.8 0.5 0.3584
H -1.748957 -2.779842 7.027343 0.3 -0.3 -0.1 0.3252
C -7.900485 -4.842518 1.380873 -0.3 -0.7 -0.8 -1.7920
C -6.411796 -4.524378 1.316196 0.3 -0.3 0.5 0.9093
C -5.633481 -5.029916 0.080044 -0.4 0.6 -0.9 -0.8547
O -4.259007 -4.562898 -0.050998 -0.7 -1.3 1.6 0.5688
C -3.422050 -5.111828 0.994728 0.3 0.4 -0.5 0.4677
N -6.232232 -3.102509 1.402010 -0.1 0.3 0.3 -0.2018
H -8.074030 -5.900358 1.183471 0.0 -0.2 0.0 0.4248
H -8.479723 -4.316773 0.621809 0.1 0.2 -0.2 0.4048
H -8.403477 -4.620977 2.322147 0.6 0.2 0.2 0.3853
H -5.987416 -4.954517 2.223374 0.3 -0.2 0.0 -0.5712
H -6.064452 -4.578786 -0.813735 -0.4 0.1 0.0 0.2232
H -5.778848 -6.100704 -0.062767 0.6 -0.4 0.2 0.5279
H -3.423407 -4.513133 1.905586 -0.4 0.2 0.1 -0.6707
H -2.385743 -5.090467 0.657496 -0.1 -0.1 -0.3 -0.6591
H -3.682629 -6.135913 1.262030 -0.1 -0.1 -0.2 0.4872
H -5.270301 -2.955578 1.131444 0.2 0.7 -0.2 -0.0801
H -6.840745 -2.740982 0.681509 0.1 0.7 -0.2 0.1815
C -3.565848 -1.186332 3.118927 1.0 0.4 1.0 1.0536
C -4.715473 -0.853467 4.075182 -1.4 0.4 -2.4 0.7016
C -4.433904 0.326554 5.042114 0.0 -2.2 0.5 -0.5248
O -5.623694 0.680762 5.760271 1.2 -0.1 0.8 -0.4493
C -5.288212 1.287092 7.028434 -0.5 0.8 -1.0 -0.7879
N -5.899749 -0.533267 3.226392 0.0 0.4 0.2 -0.7084
H -3.588930 -2.163018 2.635562 -0.5 -0.2 0.2 -0.7046
H -2.656193 -1.169373 3.719198 0.5 0.0 -0.2 -0.7359
H -3.475684 -0.458522 2.312540 0.1 0.2 0.1 0.2476
H -4.984495 -1.777104 4.587651 0.0 0.3 0.7 0.4651
H -3.844013 1.153082 4.645906 -0.6 0.3 -0.4 0.1099
H -3.719324 -0.187020 5.685325 0.2 0.3 0.8 0.0684
H -6.203000 1.555273 7.556965 -0.2 -0.4 -0.2 0.3179
H -4.816392 2.248347 6.824749 0.4 0.1 0.0 0.3201
H -4.641790 0.727447 7.704476 0.1 -0.5 -0.3 0.2601
H -6.099166 -1.287820 2.585313 -0.1 -0.8 0.4 0.4862
H -5.570923 0.147559 2.556734 0.0 0.8 0.1 -0.1943
C 4.199711 -4.629732 3.727035 -1.8 0.2 0.5 -1.4296
C 4.681376 -4.694019 2.332075 1.2 1.1 -0.6 2.0053
C 5.349394 -3.314956 1.977592 -1.1 -0.4 -1.6 -1.0923
O 4.377788 -2.271667 1.995973 -0.5 -0.2 1.3 0.1519
C 4.728306 -1.061184 1.357790 1.2 -0.7 0.5 -0.8414
N 5.654427 -5.775529 2.249164 -0.1 0.3 0.1 -0.7262
H 5.006871 -4.382162 4.416446 0.0 -0.3 0.1 0.4844
H 3.644099 -5.534494 3.973601 0.5 -0.3 0.4 0.3964
H 3.434752 -3.858185 3.814462 0.1 0.3 0.0 -0.0147
H 3.913288 -4.909898 1.589424 -0.3 0.3 0.1 -0.8694
H 5.676952 -3.426860 0.944012 0.3 0.0 -0.4 0.2639
H 6.259563 -3.113067 2.542326 -0.1 0.2 0.6 0.2596
H 4.072406 -0.231497 1.621436 -0.7 -0.5 -0.4 -0.0077
H 4.831242 -1.321985 0.304464 -0.1 0.8 -0.4 0.0365
H 5.677070 -0.700572 1.755155 0.6 -0.1 -0.2 0.7837
H 6.137653 -5.718366 1.364109 0.2 -0.1 -0.2 0.3018
H 6.311021 -5.537582 2.978787 0.6 -0.5 0.1 0.3507
C 6.244577 -2.867053 -2.936169 -0.8 -0.1 0.4 -1.5747
C 4.993644 -3.687528 -2.437227 1.9 -0.1 -1.9 2.2201
C 4.010606 -4.003818 -3.611968 0.3 2.4 0.0 -0.5765
O 3.536221 -2.719407 -4.119759 0.7 -0.4 1.0 0.2470
C 2.439698 -2.756160 -4.970789 -0.4 0.0 -0.6 -1.0420
N 5.471381 -4.942975 -1.859958 -0.7 0.3 0.8 -0.5559
H 6.794648 -3.203567 -3.814958 -0.5 -0.3 -0.3 0.4030
H 6.987457 -2.856751 -2.138609 -0.1 0.1 0.2 0.4889
H 5.880416 -1.853017 -3.101159 0.3 0.1 -0.2 0.0444
H 4.645636 -2.992133 -1.673401 -0.9 -0.6 0.2 -1.0582
H 3.187899 -4.670782 -3.354272 -0.2 0.1 0.3 -0.0006
H 4.591505 -4.442708 -4.423164 0.1 -0.4 0.0 0.3865
H 2.615989 -3.433782 -5.806168 -0.2 -0.4 0.0 0.4914
H 2.259304 -1.789785 -5.441617 0.4 0.3 0.3 0.1703
H 1.509501 -2.976305 -4.446995 -0.1 -0.5 0.1 0.1981
H 5.922282 -5.550666 -2.528910 0.1 0.1 -0.3 0.3103
H 4.639043 -5.425532 -1.552638 0.1 -0.5 0.2 -0.0315
```
Positions in Å, forces in eV/Å.

Properties
* HOMO: -7.725 eV
* energy relative to the best compared isomer or geometry (same formula, charge and spin): 31.6 kJ/mol
* spin multiplicity: 1
* Kohn-Sham gap: 8.0736 eV